Entry P
Here is a 2-piece molecular cluster, C4H14N3 overall from OMol25. Energies are from the ωB97M-V functional and the def2-TZVPD basis.

Last column: Mulliken charge in e.
Positions of all 21 atoms, in Å:
C -1.78709 0.46880 -0.14202  -0.57
C -1.19400 1.49394 0.80100  -0.47
N -1.21638 2.81962 0.17729  -0.64
N -1.33214 -0.91270 0.24046  -0.11
H -2.87297 0.50479 -0.09384  0.35
H -1.48887 0.65978 -1.17134  0.28
H -1.82685 1.52846 1.69085  0.41
H -0.20103 1.19214 1.16748  0.32
H -0.42141 2.91907 -0.45207  0.23
H -1.01208 3.45712 0.92481  0.27
H -1.31271 -0.98745 1.25648  0.37
H -1.92367 -1.64839 -0.13667  0.40
C 2.06853 -1.77932 -0.64898  0.04
C 2.84310 -1.50767 0.39485  -0.74
N 1.12330 -0.84389 -1.17170  -0.70
H 2.11984 -2.74160 -1.13751  0.32
H 3.52314 -2.25854 0.76301  0.26
H 2.79967 -0.54264 0.88252  0.21
H -0.36396 -1.02691 -0.19972  0.27
H 1.42446 0.10264 -0.96130  0.24
H 1.05113 -0.89729 -2.18360  0.25

Output
HOMO level: -0.4743 hartree
Molecular weight: 104.2 g/mol
LUMO energy: -3.088 eV
HOMO-LUMO gap: 0.361 hartree
Total charge: +1


Entry Q
Here is a 2-piece molecular cluster, C4H14N3 overall from OMol25. Energies are from the ωB97M-V functional and the def2-TZVPD basis.

Last column: Mulliken charge in e.
Positions of all 21 atoms, in Å:
C -1.01458 -2.02637 0.63536  -0.86
C 1.46653 1.10342 -2.04485  -0.76
C 0.23523 1.29375 2.09477  -0.38
C -1.44828 0.40830 0.53781  -0.80
N 1.47648 0.00583 -1.02318  -0.23
N -0.08827 0.73510 1.00089  -0.38
N -1.31639 -0.84867 -0.15937  -0.35
H -0.65582 -2.73037 -0.18517  0.26
H -0.11666 -1.78341 1.22765  0.33
H -1.88409 -2.47375 1.18138  0.32
H 1.56260 2.02122 -1.46193  0.32
H 2.30994 0.70653 -2.82275  0.34
H -0.37379 1.46564 2.89246  0.31
H 1.29794 1.26948 2.32166  0.25
H -1.71933 1.24526 -0.10680  0.33
H -2.17900 0.48020 1.30249  0.45
H 2.39157 0.01833 -0.61630  0.36
H 1.19374 -0.92582 -1.26887  0.37
H 0.49437 0.87460 -2.62023  0.32
H -2.32132 -1.12069 -0.60165  0.31
H 0.68914 0.28140 -0.28337  0.47

Output
HOMO level: -0.4858 hartree
Molecular weight: 104.2 g/mol
LUMO energy: -2.932 eV
HOMO-LUMO gap: 0.378 hartree
Total charge: +1


The relative energies come out as entry P 0.0; entry Q 166.5, with values in kJ/mol.


Entry P
Here is an isolated molecule of C4H9NO from OMol25. Energies are from the ωB97M-V functional and the def2-TZVPD basis.

Last column: Mulliken charge in e.
Positions of all 15 atoms, in Å:
C -0.08127 1.69311 1.01956  -1.28
C 0.56471 0.93964 -0.12555  0.93
N 0.40217 -0.43503 -0.16377  -0.05
C -0.60541 -1.06356 0.68491  -0.95
C 0.45669 -1.03873 -1.51064  -0.96
O 1.16797 1.53581 -0.99496  -0.62
H -1.17054 1.65562 0.98713  0.32
H 0.22422 1.27785 1.98257  0.37
H 0.24356 2.72652 0.92398  0.31
H -0.35528 -2.11473 0.80340  0.29
H -1.57113 -1.01611 0.16949  0.35
H -0.66264 -0.58052 1.65312  0.33
H 0.95414 -0.34666 -2.17031  0.37
H 0.99896 -1.98250 -1.44447  0.27
H -0.56612 -1.25070 -1.81445  0.31

Output
SMILES: CC(=O)N(C)C
HOMO level: -0.3425 hartree
Molecular weight: 87.1 g/mol
LUMO energy: 0.897 eV
HOMO-LUMO gap: 0.375 hartree


Entry Q
Here is a 2-piece molecular cluster, C4H9NO overall from OMol25. Energies are from the ωB97M-V functional and the def2-TZVPD basis.

Last column: Mulliken charge in e.
Positions of all 15 atoms, in Å:
C 2.06547 0.10235 -0.51653  -1.03
C 0.72043 0.70678 -0.81130  -0.30
C -0.21337 -0.61647 0.98987  -0.95
C -1.29876 0.09035 0.46504  0.65
O -1.09953 1.22730 -0.09003  -0.61
N -2.57401 -0.38586 0.45480  -0.43
H 2.72083 0.40225 -1.35433  0.39
H 2.01953 -0.98535 -0.46240  0.32
H 2.51759 0.48993 0.39928  0.31
H 0.76208 1.78667 -0.91588  0.31
H 0.17183 0.21868 -1.60687  0.33
H -0.32794 -1.64874 1.31890  0.29
H 0.45758 -0.01449 1.59642  0.28
H -3.19880 -0.02509 -0.24895  0.23
H -2.76384 -1.30469 0.81914  0.21

Output
HOMO level (alpha / beta): -0.2732 / -0.2731 hartree
Molecular weight: 87.1 g/mol
LUMO energy (alpha / beta): 0.173 / 0.173 eV
HOMO-LUMO gap (alpha / beta): 0.280 / 0.279 hartree


Entry R
Here is an isolated molecule of C4H9NO from OMol25. Energies are from the ωB97M-V functional and the def2-TZVPD basis.

Last column: Mulliken charge in e.
Positions of all 15 atoms, in Å:
C 0.47448 -0.06691 -0.39516  0.38
C 1.38155 -1.21451 -0.00892  -1.09
N 0.40680 2.02640 1.08850  -0.51
C -0.84460 -0.32719 -0.82074  -0.21
C -2.12988 -0.49144 -0.61847  -0.63
O -0.05764 0.65902 1.12209  -0.41
H 0.93171 0.79087 -0.89146  0.35
H 0.95732 2.12250 1.94306  0.23
H -0.43428 2.58254 1.24987  0.23
H -0.16943 -0.61547 -1.87870  0.11
H 2.04077 -1.48543 -0.83674  0.37
H 1.98402 -0.89659 0.84376  0.31
H 0.81420 -2.09640 0.29643  0.32
H -2.78807 -0.84662 -1.40274  0.27
H -2.56695 -0.14074 0.30922  0.27

Output
SMILES: C=C[C@H](C)ON
HOMO level: -0.3134 hartree
Molecular weight: 87.1 g/mol
LUMO energy: 1.048 eV
HOMO-LUMO gap: 0.352 hartree


The relative energies come out as entry P 0.0; entry Q 366.2; entry R 506.6, with values in kJ/mol.


Entry P
Here is a 2-piece molecular cluster, C4H9NO overall from OMol25. Energies are from the ωB97M-V functional and the def2-TZVPD basis.

Last column: Mulliken charge in e.
Positions of all 15 atoms, in Å:
C -0.79371 -1.01157 2.36497  -1.14
C -0.79574 -1.04650 0.80557  0.12
C 0.43293 -0.59021 0.35870  -0.41
N 0.45448 -0.02085 -0.89023  -0.43
C 0.35753 -0.75231 -1.93544  -0.51
H 0.12951 -0.59715 2.66711  0.27
H -0.94348 -1.95155 2.92046  0.29
H -1.56541 -0.54768 2.83934  0.38
H -1.66565 -1.29041 0.10095  0.30
H 1.35171 -0.42039 0.77013  0.35
H 0.23064 -1.75579 -1.96648  0.40
H 0.28934 -0.27825 -2.90643  0.25
H 0.36029 1.85697 -0.85566  0.47
H 0.95540 2.97181 -1.30205  0.29
O 0.30878 2.82024 -0.69983  -0.64

Output
SMILES: C=N/C=C/C.O
HOMO level: -0.3253 hartree
Molecular weight: 87.1 g/mol
LUMO energy: 0.842 eV
HOMO-LUMO gap: 0.356 hartree


Entry Q
Here is an isolated molecule of C4H9NO from OMol25. Energies are from the ωB97M-V functional and the def2-TZVPD basis.

Last column: Mulliken charge in e.
Positions of all 15 atoms, in Å:
C -1.45419 1.25980 -1.30255  -1.01
C -0.33453 0.23658 -1.46581  -0.45
N 0.02603 -0.36920 -0.19219  -0.49
C 0.98704 0.16975 0.42471  0.17
O 1.46331 -0.26612 1.59754  -0.33
C 0.87889 -1.46973 2.08423  -0.63
H -1.11279 2.11292 -0.70452  0.28
H -1.77954 1.63456 -2.27924  0.33
H -2.31604 0.81303 -0.79670  0.30
H 0.52983 0.71616 -1.95360  0.33
H -0.66710 -0.56652 -2.13217  0.30
H 1.55585 1.04456 0.08531  0.40
H 1.42451 -1.71641 2.99602  0.22
H 0.98393 -2.26890 1.34383  0.30
H -0.18522 -1.33048 2.29515  0.29

Output
SMILES: CC/N=C/OC
HOMO level: -0.3562 hartree
Molecular weight: 87.1 g/mol
LUMO energy: 1.110 eV
HOMO-LUMO gap: 0.397 hartree


The relative energies come out as entry P 221.3; entry Q 0.0, with values in kJ/mol.